Record 1
ORCA calculation (ωB97M-V/def2-TZVPD) on an isolated molecule of C6H12N2O in a non-equilibrium geometry.

```
! wB97M-V def2-TZVPD RIJCOSX def2/J DEFGRID3
* xyz 0 1
H -0.062 1.257 -2.174
C 1.622 0.468 0.955
N -0.057 -0.830 -0.582
H -1.614 1.698 0.013
C 0.626 1.406 -1.341
H 1.630 1.134 -1.664
H 1.724 -1.760 -0.296
C -0.873 -1.442 0.450
O 2.700 0.115 0.588
H -2.278 -0.426 1.778
H 1.418 -1.257 -1.835
N 0.996 -1.656 -1.005
C -1.051 0.960 0.585
C -1.868 -0.333 0.774
H -1.336 -2.344 0.050
H 0.629 2.455 -1.061
H -2.690 -0.364 0.058
H 1.355 0.691 2.005
C 0.197 0.539 -0.176
H -0.276 -1.721 1.334
H -0.792 1.410 1.544
*
```

The largest force on an atom comes out at 3.35 eV/A. The value obtained for the electronic energy is -420.50367 hartree. The HOMO energy is -7.971 eV. As for the relative energy (zero: lowest compared OMol25 entry of this formula, charge and spin): 210.63 kJ/mol. Its HOMO-LUMO gap is 8.876 eV.


Record 2
ORCA calculation (ωB97M-V/def2-TZVPD) on a structure of composition C30H53O6Sn in a non-equilibrium geometry.

```
! wB97M-V def2-TZVPD RIJCOSX def2/J DEFGRID3
* xyz -1 1
H 1.515 -0.705 -4.437
H 0.636 1.756 -0.791
H -5.329 -0.163 5.546
C 6.556 -0.093 0.253
H 0.051 -2.127 -3.130
C -0.801 2.926 -1.922
C -0.957 -3.950 1.226
H -1.434 -0.353 2.506
C 1.610 -1.294 -7.164
H -2.921 -3.053 1.518
H 4.766 -3.846 -1.727
H 5.737 -2.571 0.054
H -1.195 1.934 -2.180
H -1.671 4.856 -1.550
H -4.255 -1.327 -1.161
H -0.575 -3.632 2.206
O -4.710 1.863 4.156
H 7.241 -0.866 0.605
C 0.385 2.788 -0.944
C -0.363 -3.017 0.156
Sn 2.300 -2.802 -1.737
H 7.164 0.739 -0.111
C -4.286 -0.013 5.835
C -1.059 1.474 1.356
H 2.654 -1.609 -7.265
H -2.579 1.809 -0.092
C -1.827 3.819 -1.224
H -2.763 -4.714 2.083
C -3.320 2.396 1.807
H -3.920 -0.859 6.407
C 0.132 2.394 1.588
H -0.698 -1.978 0.338
H -0.139 -1.672 -5.967
H 1.557 -2.250 0.872
C -2.189 2.372 0.775
O -3.606 -0.302 0.488
O -3.476 0.054 4.659
O 1.698 0.613 0.999
H -0.556 -4.956 1.057
C -4.585 -1.135 -0.140
C 0.900 -2.017 -6.021
C 1.585 -1.778 -4.665
H -4.681 -2.073 0.411
C -2.476 -4.024 1.285
C -3.972 -0.012 1.751
C -3.871 1.040 3.839
H 4.028 1.341 1.513
H 1.575 -4.024 0.558
C 4.497 -2.778 -1.745
H 0.612 4.303 0.605
H -1.201 1.083 3.520
H 4.852 0.143 -1.003
H -1.635 4.761 2.147
H -0.732 -3.299 -0.842
C 1.193 -3.051 0.200
H -4.324 2.488 1.347
H 6.190 -0.648 -1.800
C 5.013 -1.959 -0.511
C 0.982 -2.593 -3.496
H -0.779 0.759 0.568
H 4.839 -2.377 -2.711
C -1.519 3.688 0.292
O 2.363 2.253 2.404
H -5.552 -0.626 -0.151
H 6.002 0.269 1.124
H -2.996 5.089 1.009
H 1.601 -0.209 -7.003
H 1.107 -1.499 -8.113
H -4.194 0.913 6.408
C 3.626 1.577 2.507
H -2.918 -4.396 0.357
H 2.655 -2.001 -4.776
H 4.282 2.277 3.032
C -3.151 1.040 2.504
H 4.170 -1.759 0.168
C -1.616 0.727 2.560
C 0.009 3.403 0.411
H 1.276 3.273 -1.369
H 0.864 -3.093 -6.223
O -4.933 -0.559 2.274
H -0.438 3.391 -2.848
H -2.865 3.524 -1.428
C 5.640 -0.603 -0.851
H 3.481 0.661 3.096
H -3.228 3.220 2.533
H 0.777 -3.638 -3.776
H -1.374 5.782 0.705
C 1.460 1.651 1.624
C -1.917 4.907 1.095
H 0.007 2.948 2.539
*
```

The largest force on an atom comes out at 2.53 eV/A. The value obtained for the electronic energy is -1840.56997 hartree. The HOMO energy (alpha / beta) is -0.381 / -0.479 eV. Its HOMO-LUMO gap (alpha / beta) is 2.648 / 2.746 eV.


Record 3
ORCA calculation (ωB97M-V/def2-TZVPD) on an isolated molecule of C4H7NO in a non-equilibrium geometry.

```
! wB97M-V def2-TZVPD RIJCOSX def2/J DEFGRID3
* xyz 0 1
H 2.106 -0.217 -0.927
H -0.321 -0.741 -1.617
C -1.083 -0.508 0.408
H 0.399 -1.807 -0.406
H -0.738 -0.734 1.422
H 0.976 1.143 -0.949
C 0.053 -0.783 -0.587
C 1.220 0.201 -0.439
O 1.549 0.435 0.918
H 1.117 1.252 1.190
C -1.516 0.893 0.396
H -1.948 -1.146 0.199
N -1.813 2.012 0.393
*
```

The largest force on an atom comes out at 1.11 eV/A. The value obtained for the electronic energy is -286.59331 hartree. The HOMO energy is -10.756 eV. As for the relative energy (zero: lowest compared OMol25 entry of this formula, charge and spin): 100.66 kJ/mol. Its HOMO-LUMO gap is 11.559 eV.


Record 4
ORCA calculation (ωB97M-V/def2-TZVPD) on a structure of composition C22H27MgN5O4 in a non-equilibrium geometry.

```
! wB97M-V def2-TZVPD RIJCOSX def2/J DEFGRID3
* xyz 2 1
C 0.467 -4.657 -4.088
O 0.996 -0.079 2.049
N 1.035 -2.305 -3.936
H 0.814 3.112 -2.379
C -0.181 -5.745 -3.541
H 2.613 2.470 -0.778
H 2.685 2.300 2.303
C 0.759 3.696 1.026
H -5.117 1.360 3.849
C 1.652 2.187 2.663
H 1.367 -0.271 -3.812
C 2.709 0.033 0.335
C -2.104 2.325 2.660
H 1.768 3.929 0.655
C -0.255 -3.309 -2.196
C 2.025 1.676 -1.261
C -0.356 -1.985 -1.612
H -1.368 3.109 2.764
C -3.270 2.378 3.409
H 1.544 -2.392 -4.807
H -4.597 -0.499 2.264
C 0.434 -3.439 -3.418
C -2.401 -0.694 0.756
C 0.884 -1.118 -3.336
N 0.222 -0.912 -2.245
C 1.368 0.752 3.131
H -1.347 -6.499 -1.901
H -1.272 3.720 0.287
N -1.263 -0.755 0.148
H 1.504 -1.645 0.912
H 1.504 2.883 3.499
H -3.444 3.204 4.079
C 0.689 2.191 -1.803
N -1.079 -1.867 -0.543
O 0.737 2.424 1.624
C -0.843 -5.639 -2.318
H -0.087 4.433 -0.836
H 3.403 0.756 0.784
C -3.917 0.326 2.399
H 0.470 4.480 1.739
H 2.633 1.247 -2.068
H 2.740 -1.203 2.133
O 1.660 0.693 -0.324
H 0.500 0.758 3.797
H 2.226 0.340 3.668
H -3.135 -1.481 0.604
N -1.828 1.348 1.804
C -0.261 3.625 -0.119
H 3.267 -0.609 -0.357
H -0.191 -6.684 -4.071
Mg -0.157 0.871 0.631
O -0.242 2.363 -0.752
H 0.979 -4.737 -5.036
C -4.199 1.353 3.280
H 0.259 1.403 -2.425
H -1.414 -4.331 -0.721
C -0.881 -4.436 -1.650
C -2.722 0.359 1.671
C 2.018 -0.814 1.407
*
```

The largest force on an atom comes out at 2.24 eV/A. The value obtained for the electronic energy is -1628.95532 hartree. The HOMO energy is -13.321 eV. As for the relative energy (zero: lowest compared OMol25 entry of this formula, charge and spin): 40.05 kJ/mol. Its HOMO-LUMO gap is 7.105 eV.


Record 5
ORCA calculation (ωB97M-V/def2-TZVPD) on an isolated molecule of BH4NO2 in a non-equilibrium geometry.

```
! wB97M-V def2-TZVPD RIJCOSX def2/J DEFGRID3
* xyz 0 1
B -0.226 -0.049 0.174
O -0.689 1.584 -0.193
O -0.111 -0.377 1.475
H 0.807 -1.728 -0.724
H -0.219 0.314 2.227
H 0.264 1.843 -0.369
N 0.143 -0.918 -0.836
H 0.032 -0.668 -1.754
*
```

The largest force on an atom comes out at 5.14 eV/A. The value obtained for the electronic energy is -232.57505 hartree. The HOMO energy is -10.423 eV. As for the relative energy (zero: lowest compared OMol25 entry of this formula, charge and spin): 128.58 kJ/mol. Its HOMO-LUMO gap is 10.807 eV.


Record 6
ORCA calculation (ωB97M-V/def2-TZVPD) on a structure of composition C9H14AuClF5N2O5PTe in a non-equilibrium geometry.

```
! wB97M-V def2-TZVPD RIJCOSX def2/J DEFGRID3
* xyz 0 1
C 0.371 -1.142 2.010
C -0.358 -5.146 0.827
C -0.333 -4.830 2.176
C 1.193 3.075 0.190
H 1.853 3.948 0.281
C -0.194 -4.178 -0.150
H 1.938 4.239 -2.726
O -0.257 -0.211 1.282
H 0.175 3.421 -0.005
H 1.435 1.518 -3.727
O 0.987 0.950 -1.675
Te -3.217 0.453 0.556
F -1.986 1.783 1.117
Au -1.066 0.980 -1.473
P 1.788 2.209 -1.288
N 1.884 2.440 -3.837
H -0.077 -3.245 3.597
O -3.095 1.058 -1.191
H 0.310 3.483 -2.874
H 0.808 2.743 2.170
C 0.008 -2.864 0.236
N 1.188 2.232 1.381
C 0.061 -2.534 1.584
F -4.442 1.743 1.135
C -0.110 -3.516 2.551
F -3.050 -0.140 2.301
H 2.119 1.919 1.630
H -0.485 -5.604 2.915
H 0.147 0.664 1.509
O 3.263 2.070 -1.364
H 0.124 -2.089 -0.511
F -2.465 -1.201 0.099
C 1.373 3.310 -2.723
H -0.235 -4.453 -1.194
Cl -0.593 -6.802 0.347
H 2.885 2.280 -3.664
O 1.138 -0.866 2.902
F -4.809 -0.506 0.379
H 1.725 2.811 -4.770
*
```

The largest force on an atom comes out at 1.95 eV/A. The value obtained for the electronic energy is -2541.73309 hartree. The HOMO energy is -8.970 eV. As for the relative energy (zero: lowest compared OMol25 entry of this formula, charge and spin): 66.11 kJ/mol. Its HOMO-LUMO gap is 8.067 eV.


Record 7
ORCA calculation (ωB97M-V/def2-TZVPD) on a cluster of 8 separate species, C24H64B4F16N4O8 in total in a non-equilibrium geometry.

```
! wB97M-V def2-TZVPD RIJCOSX def2/J DEFGRID3
* xyz 0 1
H -15.560 11.614 3.629
O -18.716 11.857 2.203
B -23.357 17.971 -4.978
F -17.115 14.535 -6.628
H -24.199 16.296 -1.267
H -19.311 8.496 4.655
O -24.462 12.318 -7.093
H -19.400 13.955 2.165
N -17.207 10.370 4.175
C -20.052 15.019 -0.912
H -23.082 8.402 -6.001
F -17.594 11.148 -5.456
H -25.215 11.245 -8.776
C -24.552 11.187 -7.913
O -22.860 10.543 -3.357
O -22.410 13.479 -3.653
H -20.959 14.727 -0.383
C -22.027 10.748 -2.196
H -22.028 19.083 -0.244
O -19.680 13.943 -1.698
C -18.832 8.991 5.500
F -22.560 14.770 1.337
H -16.922 12.496 4.262
C -19.587 12.991 2.640
H -24.400 13.842 -3.931
C -25.085 9.985 -7.221
N -24.623 9.831 -5.721
C -24.069 19.319 0.067
H -18.290 7.535 7.752
H -24.083 16.567 0.468
F -15.306 15.612 -7.107
H -20.015 15.829 -1.640
C -18.547 19.107 -1.675
H -17.716 10.661 6.256
H -21.003 18.617 -2.983
H -18.626 18.046 -1.911
H -19.027 11.940 -4.477
C -23.811 16.973 -0.507
C -23.547 14.220 -3.366
H -19.686 13.214 3.702
F -15.155 13.615 -5.721
H -19.602 9.037 6.270
H -20.284 13.236 -6.228
C -21.907 13.763 -5.008
H -21.364 21.616 -2.239
F -16.062 15.578 -4.953
H -17.850 13.592 -4.478
C -23.145 9.378 -5.519
H -17.729 9.899 3.450
F -23.146 14.547 3.500
H -23.459 20.961 -1.934
C -16.647 11.688 3.584
H -21.306 11.867 -5.438
H -23.440 13.919 -7.966
H -17.159 13.114 1.946
N -19.660 12.681 -4.213
H -23.571 11.112 -8.383
H -22.632 9.954 -6.289
H -17.673 13.523 -2.115
H -17.368 6.351 6.592
C -24.437 13.625 -7.637
H -19.062 6.626 6.496
H -18.020 19.283 -0.737
O -19.807 19.647 -1.629
H -23.778 14.128 -2.305
C -22.541 9.355 -4.112
H -19.383 15.246 -0.082
O -24.472 18.246 -0.867
H -21.434 14.734 -4.863
H -17.926 19.500 -2.480
H -22.543 10.289 -1.353
H -20.117 19.943 -3.737
H -23.268 19.347 -2.186
H -21.981 11.816 -1.982
H -26.175 9.957 -7.216
C -20.768 12.811 -5.349
H -24.962 19.936 -0.037
N -22.848 20.171 -1.779
F -18.769 9.763 -4.153
C -18.125 7.117 6.759
H -21.020 10.384 -2.401
B -15.882 14.858 -6.103
B -18.311 9.983 -5.429
H -19.252 14.765 -4.434
F -23.198 12.774 1.996
B -23.397 14.127 2.184
H -22.740 16.870 -0.682
C -18.197 10.403 5.312
F -19.366 10.129 -6.313
H -20.177 12.429 -3.383
H -25.041 13.606 -8.544
H -16.849 11.449 1.451
F -22.151 17.354 -5.158
F -23.716 17.796 -3.666
F -24.728 14.341 1.935
H -22.783 13.732 -5.656
H -24.822 8.973 -7.528
C -18.469 14.186 -2.455
H -24.789 14.381 -6.936
F -23.103 19.337 -5.237
H -22.419 20.781 0.170
H -23.993 19.016 1.111
H -22.178 20.883 -3.614
H -23.458 15.261 -3.674
F -17.470 8.944 -5.897
C -22.785 19.865 -0.294
F -24.301 17.528 -5.902
H -20.611 12.773 2.338
C -18.760 13.910 -3.970
H -22.997 8.539 -3.552
C -17.283 12.070 2.234
H -18.015 15.164 -2.292
H -25.182 9.140 -5.241
C -21.705 20.669 -2.656
H -18.967 11.069 4.923
H -21.452 9.360 -4.157
H -16.437 9.749 4.377
H -24.761 10.702 -5.227
O -17.749 8.087 5.835
C -20.568 19.600 -2.805
*
```

The largest force on an atom comes out at 3.56 eV/A. The value obtained for the electronic energy is -3471.56066 hartree. The HOMO energy is -9.132 eV. As for the relative energy (zero: lowest compared OMol25 entry of this formula, charge and spin): 96.70 kJ/mol. Its HOMO-LUMO gap is 8.150 eV.


Record 8
ORCA calculation (ωB97M-V/def2-TZVPD) on a structure of composition C20H16N3O2PtTe in a non-equilibrium geometry.

```
! wB97M-V def2-TZVPD RIJCOSX def2/J DEFGRID3
* xyz 1 1
C 0.321 4.754 -0.980
C -3.493 -2.124 -1.496
Pt -0.526 -1.754 -0.833
C 0.951 1.332 0.497
C 2.449 -1.875 -1.515
C -4.825 -2.255 -1.158
C -1.734 -2.445 1.747
C 2.019 3.591 0.884
H 1.337 6.585 -0.539
H -4.358 -2.590 2.186
N -0.503 -2.313 1.147
C 2.119 4.945 0.604
H -1.735 3.012 -1.578
H 2.120 -1.744 -2.537
H 2.672 3.139 1.621
C 1.073 2.812 0.229
C 0.224 3.393 -0.710
C 3.156 -2.196 1.103
C 0.736 -2.303 1.742
H -0.350 5.208 -1.698
C 4.150 -2.102 0.141
C 3.789 -1.959 -1.191
Te -1.039 0.845 -0.116
C -0.777 2.519 -1.427
H -3.176 -1.993 -2.522
C -5.168 -2.400 0.178
C -4.163 -2.451 1.131
N 1.496 -1.943 -0.581
H 5.193 -2.147 0.426
C 1.269 5.526 -0.327
H 4.530 -1.910 -1.975
O -1.980 -2.628 2.909
N -2.530 -2.148 -0.570
O 1.005 -2.401 2.909
H -6.205 -2.478 0.473
C -2.852 -2.332 0.726
H 3.365 -2.335 2.154
H -0.406 2.162 -2.386
H -5.575 -2.242 -1.935
H 1.640 0.747 -0.110
C 1.837 -2.127 0.710
H 1.089 1.077 1.546
H 2.853 5.549 1.119
*
```

The largest force on an atom comes out at 1.42 eV/A. The value obtained for the electronic energy is -1473.60769 hartree. The HOMO energy (alpha / beta) is -10.873 / -10.905 eV. As for the relative energy (zero: lowest compared OMol25 entry of this formula, charge and spin): 194.77 kJ/mol. Its HOMO-LUMO gap (alpha / beta) is 6.568 / 6.520 eV.


Record 9
ORCA calculation (ωB97M-V/def2-TZVPD) on a structure of composition C2H5I2P in a non-equilibrium geometry.

```
! wB97M-V def2-TZVPD RIJCOSX def2/J DEFGRID3
* xyz 0 1
H 1.365 0.919 0.700
C 0.357 -1.208 -0.597
P 0.374 1.670 1.198
H -0.804 1.305 -1.059
H -0.006 0.565 2.068
H -1.713 0.756 0.229
I -0.832 -2.815 -0.076
C -0.774 0.908 -0.033
H 1.161 -1.187 0.143
I 0.872 -0.914 -2.573
*
```

The largest force on an atom comes out at 5.74 eV/A. The value obtained for the electronic energy is -1015.78107 hartree. The HOMO energy (alpha / beta) is -8.092 / -8.137 eV. As for the relative energy (zero: lowest compared OMol25 entry of this formula, charge and spin): 460.43 kJ/mol. Its HOMO-LUMO gap (alpha / beta) is 7.690 / 7.551 eV.


Record 10
ORCA calculation (ωB97M-V/def2-TZVPD) on a cluster of 3 separate species, C3H10NO3S in total in a non-equilibrium geometry.

```
! wB97M-V def2-TZVPD RIJCOSX def2/J DEFGRID3
* xyz -1 1
C -1.304 -1.266 -0.159
C -1.573 -0.028 -0.976
H -2.414 0.487 -0.489
C -0.537 1.111 -1.224
O 2.109 1.723 0.886
O -2.269 -1.871 0.302
H -2.007 -0.334 -1.931
H -0.021 -2.155 1.004
S 1.079 0.437 -1.825
O 1.068 -0.840 2.297
H -0.859 1.783 -2.013
H 1.217 0.106 2.260
H 1.497 2.315 0.427
N -0.063 -1.727 0.097
H 2.112 0.970 0.251
H 1.660 -1.145 1.600
H 0.716 -1.167 -0.251
H -0.411 1.600 -0.257
*
```

The largest force on an atom comes out at 2.18 eV/A. The value obtained for the electronic energy is -799.04074 hartree. The HOMO energy is -3.522 eV. As for the relative energy (zero: lowest compared OMol25 entry of this formula, charge and spin): 50.73 kJ/mol. Its HOMO-LUMO gap is 7.235 eV.


Which of these has the lowest electronic energy? C24H64B4F16N4O8


Number 10 is which compound? C3H10NO3S